# C4H10N2O2

2 unconnected molecules or ions with the total composition C4H10N2O2 at a distorted geometry (the ωB97M-V functional and the def2-TZVPD basis, the Open Molecules 2025 dataset).

Geometry as XYZ:
```
18
Properties=species:S:1:pos:R:3:forces:R:3
C 2.202140 0.646046 1.045498 -0.47 0.38 -0.27
C 2.693022 0.540187 -0.478329 -1.54 0.83 -0.22
N 1.619489 0.757204 -1.340971 1.80 -0.74 1.09
O 3.811403 0.409410 -0.922287 -0.06 -0.16 0.99
H 1.727305 -0.292379 1.444313 0.98 0.51 -0.54
H 1.302222 1.361696 1.107036 1.64 -0.68 -0.21
H 3.052222 0.995271 1.701666 -1.04 -0.51 -0.76
H 1.715810 0.932927 -2.305117 0.59 0.00 -0.92
H 0.737357 0.858360 -0.960409 -1.99 0.48 0.88
C -2.751662 -0.733017 0.920865 -4.49 -0.44 1.69
C -1.728851 -0.186702 0.064024 2.23 -2.28 -4.40
N -1.311954 -1.044095 -1.020150 -5.29 -2.51 5.87
O -1.298521 0.941274 0.082642 0.04 0.28 0.75
H -3.671646 -0.123030 0.515565 1.43 -0.73 1.31
H -2.527928 -0.461097 1.976331 -0.46 0.06 -0.75
H -3.258667 -1.800976 0.946786 2.07 1.76 -0.66
H -0.722087 -0.768197 -1.643219 4.51 2.54 -4.45
H -1.589654 -2.032884 -1.134244 0.05 1.21 0.61
```
Forces are in eV/Å.

Summary:
2S+1 = 1
ΔE to the lowest compared entry with this formula, charge and spin = 170.8 kJ/mol
SMILES = CC(N)=O.CC(N)=O
HOMO level = -9.683 eV
molar mass = 118.1 u

# C2H7FIN2

A molecular structure, C2H7FIN2 at a distorted geometry (the ωB97M-V functional and the def2-TZVPD basis, the Open Molecules 2025 dataset).

Geometry as XYZ:
```
13
Properties=species:S:1:pos:R:3:forces:R:3
C -0.125593 -0.592426 -1.090260 2.33 -0.98 1.61
C 0.036735 -0.565235 1.756276 0.60 -1.56 -3.62
N 0.890726 -0.154735 2.536909 3.62 3.78 2.21
N -0.752569 0.676256 -1.366696 -1.61 1.84 -0.55
F -1.183172 -0.294026 1.859959 -2.92 0.48 1.45
I 0.516669 1.509537 4.021458 0.06 -1.04 -0.69
H -0.607776 -1.423670 -1.568787 0.04 -0.28 -0.23
H 0.935970 -0.393785 -1.359634 -0.67 -0.91 -0.34
H 0.141321 -0.730460 0.394771 -0.50 -0.41 -1.68
H 1.829306 0.101393 2.092814 -1.50 -1.33 1.19
H -1.710155 0.760948 -0.945348 0.92 -0.09 -0.52
H -0.838611 0.985603 -2.411867 0.48 -0.39 2.25
H -0.122230 1.248176 -0.780762 -0.83 0.89 -1.07
```
Forces are in eV/Å.

Summary:
2S+1 = 1
ΔE to the lowest compared entry with this formula, charge and spin = 271.0 kJ/mol
HOMO level = -12.270 eV
molar mass = 205.0 u
charge = +1

# C2H4ClPS

2 unconnected molecules or ions with the total composition C2H4ClPS at a distorted geometry (the ωB97M-V functional and the def2-TZVPD basis, the Open Molecules 2025 dataset).

Geometry as XYZ:
```
9
Properties=species:S:1:pos:R:3:forces:R:3
P -0.341565 1.886730 -0.242920 -1.98 -0.23 0.55
S -0.010639 1.522820 -2.076968 0.99 -0.43 -0.96
H -1.747034 2.175283 -0.222611 0.70 0.36 0.81
H -0.306541 0.954285 0.815139 0.18 -0.42 -0.34
H 0.332361 2.866286 0.466965 0.13 0.68 -0.06
C -0.159109 -2.675337 0.446641 1.29 1.20 -0.03
C 0.906371 -2.167563 0.173560 -0.57 -0.81 0.10
Cl 2.439516 -1.689306 -0.217705 -0.49 -0.03 0.05
H -1.113360 -2.873199 0.857898 -0.26 -0.32 -0.12
```
Forces are in eV/Å.

Summary:
2S+1 = 1
ΔE to the lowest compared entry with this formula, charge and spin = 182.0 kJ/mol
SMILES = [PH3]=S.C#CCl
HOMO level = -8.981 eV
molar mass = 126.5 u

| no. | gap between HOMO and LUMO (eV) |
| --- | --- |
| 1 | 10.3 |
| 2 | 6.9 |
| 3 | 9.6 |